A cluster of 2 separate species, Cl2H2NP in total, computed with wB97M-V/def2-TZVPD.

The value obtained for the frontier orbital gap (alpha / beta) is 8.53 / 7.36 eV. The highest occupied orbital energy (alpha / beta) is -10.0 / -8.8 eV.

Geometry (Å):
N1 2.2054 0.0595 0.7706
P1 -2.0649 -0.6039 -0.5161
Cl1 0.8789 -0.7339 0.0836
Cl2 3.1851 0.8236 -0.3325
H1 -2.2136 -0.2972 0.8393
H2 -1.9909 0.7519 -0.8450



The molecule C32H35N3O6 in a non-equilibrium geometry, computed with wB97M-V/def2-TZVPD.

The value obtained for the frontier orbital gap is 6.46 eV. Its SMILES is CN(C)c1ccc(/C=C/[C@H](c2ccc(N(C)C)cc2)C2(Cc3ccc([N+](=O)[O-])cc3)C(=O)OC(C)(C)OC2=O)cc1. The highest occupied orbital energy is -7.2 eV.

Geometry (Å):
C1 -3.7287 0.5596 1.1313
C2 -2.5713 0.2848 2.0626
C3 -1.2331 0.1088 1.3656
O1 -2.5382 1.4259 2.9576
C4 -1.9446 1.3464 4.1706
O2 -1.5265 2.3664 4.6879
C5 -1.9654 -0.0076 4.8830
C6 -0.6023 -0.0837 5.5810
C7 0.5494 -0.0332 4.6122
C8 1.2630 1.1609 4.4006
C9 2.3521 1.1667 3.5457
C10 2.7921 -0.0428 2.9685
N1 4.0383 -0.1100 2.2839
O3 4.4224 -1.2309 1.8678
O4 4.7252 0.9258 2.1351
C11 2.0857 -1.2400 3.1739
C12 1.0022 -1.2326 4.0347
C13 -2.1447 -1.1724 3.9184
O5 -1.8341 -2.3203 4.1756
O6 -2.8846 -0.9133 2.8014
H1 -4.6335 0.7009 1.7202
H2 -3.5193 1.4702 0.5730
H3 -3.8579 -0.2703 0.4412
H4 -0.4288 -0.0621 2.0978
H5 -1.3250 -0.7609 0.6985
H6 -1.0331 1.0208 0.7875
H7 -0.5604 0.7667 6.2746
H8 -0.5498 -1.0186 6.1476
H9 0.9306 2.0802 4.8851
H10 2.8926 2.0778 3.3216
H11 2.4137 -2.1469 2.6748
H12 0.4806 -2.1641 4.2491
C14 -9.6468 5.8778 5.1071
N2 -8.2387 5.9957 5.4223
C15 -7.8210 7.2174 6.0749
C16 -7.4014 4.9248 5.3040
C17 -7.6821 3.9076 4.3497
C18 -6.8716 2.8037 4.2546
C19 -5.8264 2.6009 5.1865
C20 -5.1101 1.3536 5.1686
C21 -3.9304 1.1792 5.7970
C22 -3.2012 -0.1261 5.7858
C23 -2.8485 -0.6994 7.1534
C24 -2.4006 -2.0319 7.2231
C25 -1.8830 -2.5424 8.4001
C26 -2.0260 -1.7973 9.5878
N3 -1.7426 -2.3822 10.8006
C27 -0.5225 -3.1272 11.0058
C28 -2.4226 -1.9509 12.0009
C29 -2.5138 -0.4779 9.5276
C30 -2.9187 0.0679 8.3180
C31 -5.5186 3.6255 6.1190
C32 -6.2650 4.7955 6.1454
H13 -9.8406 4.9944 4.4946
H14 -10.2554 5.7843 6.0181
H15 -9.9694 6.7676 4.5604
H16 -6.7701 7.4252 5.8400
H17 -8.4363 8.0509 5.7185
H18 -7.9050 7.1666 7.1703
H19 -8.5276 4.0055 3.6690
H20 -7.0473 2.0532 3.4796
H21 -5.5303 0.5395 4.5616
H22 -3.4401 1.9842 6.3486
H23 -3.8983 -0.8637 5.3454
H24 -2.3930 -2.6579 6.3316
H25 -1.4144 -3.5256 8.4356
H26 -0.1649 -3.5521 10.0641
H27 0.2648 -2.4749 11.4223
H28 -0.7278 -3.9249 11.7263
H29 -3.4880 -1.8001 11.7865
H30 -2.3158 -2.7290 12.7646
H31 -2.0169 -1.0031 12.3861
H32 -2.5531 0.1107 10.4386
H33 -3.2840 1.0972 8.3104
H34 -4.7027 3.4967 6.8325
H35 -5.9994 5.6005 6.8311



A structure of composition C32H30BCl4N2O4RuS2 in a non-equilibrium geometry, computed with wB97M-V/def2-TZVPD.

The value obtained for the frontier orbital gap (alpha / beta) is 5.39 / 5.23 eV. The spin multiplicity is 2. Its net charge is -2. The highest occupied orbital energy (alpha / beta) is -1.3 / -1.1 eV.

Geometry (Å):
Ru1 -0.2787 0.4228 -0.0588
C1 0.6917 -0.3437 -2.8456
N1 -0.0853 0.7341 -2.2296
C2 0.6472 2.0384 -2.3206
C3 1.6943 2.2933 -1.2298
N2 1.0764 2.4127 0.0839
C4 0.3548 3.6634 0.2940
C5 1.9327 2.1756 1.2242
C6 3.1952 2.7360 1.2607
C7 4.0200 2.5939 2.3730
C8 3.5384 1.8938 3.4617
C9 2.2715 1.3297 3.4254
C10 1.4368 1.4355 2.3109
S1 -0.1264 0.6338 2.3059
C11 -1.4067 0.9137 -2.8397
C12 -1.5978 0.6686 -4.1953
C13 -2.8167 0.9233 -4.8059
C14 -3.8559 1.4526 -4.0487
C15 -3.6758 1.6847 -2.6976
C16 -2.4624 1.4005 -2.0597
S2 -2.2842 1.5907 -0.3401
H1 0.9383 -0.1253 -3.8926
H2 0.1233 -1.2687 -2.7592
H3 1.6142 -0.4600 -2.2772
H4 -0.1047 2.8244 -2.2780
H5 1.1289 2.1094 -3.3073
H6 2.2387 3.2090 -1.5197
H7 2.4081 1.4711 -1.1751
H8 1.0468 4.5203 0.2733
H9 -0.1376 3.6177 1.2650
H10 -0.4255 3.7917 -0.4527
H11 3.5513 3.2887 0.3969
H12 5.0198 3.0115 2.3761
H13 4.1629 1.7541 4.3375
H14 1.9182 0.7395 4.2628
H15 -0.7860 0.2669 -4.7887
H16 -2.9509 0.7058 -5.8586
H17 -4.8187 1.6534 -4.5054
H18 -4.4960 2.0524 -2.0928
Cl1 2.9911 -5.9395 0.8620
C17 2.6231 -4.2552 0.6173
C18 3.5788 -3.2937 0.8550
Cl2 5.1677 -3.7389 1.4042
C19 3.2561 -1.9417 0.6573
Cl3 4.4354 -0.6966 0.9407
C20 1.9956 -1.5314 0.2234
O1 1.7154 -0.2864 0.0179
C21 0.9903 -2.5346 -0.0270
O2 -0.1728 -2.1917 -0.4709
C22 1.3437 -3.8699 0.1849
Cl4 0.1256 -5.0695 -0.1367
C23 -5.2938 -5.7813 -2.5112
C24 -6.0324 -4.8888 -1.5040
C25 -6.9756 -3.9482 -2.2684
C26 -6.8901 -5.7911 -0.6147
C27 -5.0199 -4.0657 -0.7065
C28 -4.8977 -4.1610 0.6730
C29 -3.9677 -3.3948 1.3954
C30 -3.1587 -2.5363 0.6962
O3 -2.2155 -1.6886 1.1456
B1 -1.6146 -1.0888 -0.0141
O4 -2.3999 -1.5150 -1.1526
C31 -3.2735 -2.4268 -0.6973
C32 -4.1862 -3.1700 -1.4046
H19 -6.0061 -6.3721 -3.0968
H20 -4.6183 -6.4634 -1.9915
H21 -4.6953 -5.1864 -3.2015
H22 -7.6974 -4.5237 -2.8576
H23 -6.4224 -3.2983 -2.9468
H24 -7.5242 -3.3108 -1.5719
H25 -7.5959 -6.3511 -1.2346
H26 -7.4637 -5.2076 0.1083
H27 -6.2781 -6.5098 -0.0667
H28 -5.5317 -4.8405 1.2274
H29 -3.8825 -3.4823 2.4711
H30 -4.2423 -3.0535 -2.4806



It is found that the energy values, taken in the order of the records, are -1317.50906, -1855.98665, -4404.99925 Eh.
It is found that the relative energy (zero: lowest compared OMol25 entry of this formula, charge and spin) values, taken in the order of the records, are 620.24, 411.22, 28.83 kJ/mol.